56
Properties=species:S:1:pos:R:3 method="wB97M-V/def2-TZVPD" smiles="COc1ccc(C(=O)NC2CC2)cc1OC1CCN(Cc2ccc(F)cc2F)CC1" e_lumo_ev=0.759 homo_ev=-8.13
C 5.506 0.635 2.911
O 4.598 0.565 1.841
C 3.338 0.116 2.084
C 2.865 -0.293 3.320
C 1.560 -0.738 3.474
C 0.712 -0.773 2.381
C -0.692 -1.267 2.417
O -1.238 -1.739 1.436
N -1.317 -1.147 3.614
C -2.664 -1.559 3.822
C -3.563 -0.750 4.706
C -3.077 -2.099 5.157
C 1.188 -0.372 1.131
C 2.483 0.070 0.952
O 3.070 0.480 -0.200
C 2.424 0.452 -1.466
C 2.024 -0.951 -1.934
C 1.417 -0.858 -3.342
N 0.301 0.060 -3.437
C -0.918 -0.420 -2.796
C -2.089 0.412 -3.244
C -2.513 0.381 -4.567
C -3.578 1.147 -5.004
C -4.230 1.960 -4.094
F -5.271 2.708 -4.506
C -3.840 2.033 -2.771
C -2.768 1.255 -2.373
F -2.373 1.342 -1.087
C 0.702 1.389 -3.020
C 1.263 1.445 -1.591
H 5.693 -0.351 3.347
H 5.157 1.318 3.693
H 6.431 1.020 2.485
H 3.514 -0.278 4.181
H 1.242 -1.084 4.447
H -0.850 -0.686 4.378
H -3.065 -2.004 2.921
H -4.598 -0.640 4.424
H -3.149 0.124 5.188
H -3.777 -2.918 5.187
H -2.336 -2.131 5.943
H 0.482 -0.434 0.323
H 3.227 0.803 -2.131
H 2.910 -1.589 -1.953
H 1.304 -1.407 -1.258
H 1.087 -1.847 -3.670
H 2.182 -0.506 -4.043
H -0.872 -0.424 -1.699
H -1.073 -1.451 -3.127
H -1.985 -0.255 -5.260
H -3.907 1.121 -6.030
H -4.350 2.674 -2.070
H -0.157 2.057 -3.109
H 1.469 1.729 -3.724
H 1.627 2.451 -1.377
H 0.472 1.225 -0.877